1.
Here is a 4-piece molecular cluster, C3H12IN6O3 overall in a non-equilibrium geometry from the OMol25 dataset. Energies are from ωB97M-V with the def2-TZVPD basis set.

Last column: natural (NBO) charge in e.
Atoms and positions in Å:
1 I 1.2394 1.0428 -1.8100  -0.9964
2 C 0.3675 3.1520 4.0933  0.7490
3 O -0.0617 4.1975 4.5345  -0.6834
4 N -0.0553 2.5832 2.9817  -0.8413
5 N 1.1577 2.4279 4.8427  -0.8253
6 H -0.7891 2.8877 2.3579  0.4172
7 H 0.5811 1.9889 2.4700  0.3950
8 H 1.2760 1.4728 4.5362  0.3801
9 H 1.4413 2.7131 5.7692  0.4071
10 C -4.6212 2.1898 -0.5421  0.7520
11 O -5.6616 2.5958 -0.1158  -0.6785
12 N -3.6796 2.9092 -1.1317  -0.8496
13 N -4.3099 0.9223 -0.4645  -0.8306
14 H -2.9390 2.5381 -1.7096  0.4016
15 H -3.5793 3.9141 -1.1159  0.4010
16 H -3.3564 0.6938 -0.7071  0.3987
17 H -4.9930 0.2680 -0.1104  0.4038
18 C 3.7001 -4.4217 -3.2675  0.7381
19 O 3.8939 -3.6493 -4.1650  -0.6626
20 N 3.1456 -4.2180 -2.1324  -0.8216
21 N 3.9261 -5.6840 -3.4559  -0.8304
22 H 2.7276 -4.9809 -1.6192  0.3801
23 H 2.8348 -3.2603 -2.0536  0.4285
24 H 4.2688 -5.9517 -4.3675  0.4032
25 H 3.4862 -6.3312 -2.8174  0.3643

Values from the calculation:
**Energy relative to the best compared isomer or geometry (same formula, charge and spin)**: 2.883 eV
**Total charge**: -1
**Orbital gap**: 6.4739 eV

---

2.
Here is C3H12KN2O as an isolated structure in a non-equilibrium geometry from the OMol25 dataset. Energies are from ωB97M-V with the def2-TZVPD basis set.

Last column: Mulliken charge in e.
Atoms and positions in Å:
1 K -1.9354 0.1019 1.0640  0.7644
2 C -4.0490 -0.6549 2.7532  -0.6621
3 O -3.8879 -0.0524 1.5151  -0.9139
4 H -5.0951 -0.7669 3.0830  0.2251
5 H -3.5580 -0.1045 3.5852  0.2531
6 H -3.6305 -1.6809 2.8143  0.2525
7 N 2.8627 0.8689 -1.7660  -0.3003
8 C 1.8820 -0.2833 -1.8464  -0.6596
9 C 0.6365 -0.0267 -1.0042  -0.6008
10 N 0.8213 0.2106 0.4194  -0.5091
11 H 3.7114 0.6833 -2.3021  0.3624
12 H 3.1376 1.0357 -0.7964  0.3341
13 H 2.4579 1.7344 -2.1266  0.3542
14 H 2.4239 -1.1619 -1.5048  0.3645
15 H 1.6370 -0.4038 -2.8992  0.3737
16 H 0.0216 -0.9173 -1.1457  0.3935
17 H 0.0728 0.8047 -1.4351  0.4529
18 H 1.1602 1.1253 0.6819  0.2592
19 H 1.3311 -0.5120 0.9104  0.2560

Values from the calculation:
**Energy relative to the best compared isomer or geometry (same formula, charge and spin)**: 4.451 eV
**Total charge**: +1
**Orbital gap**: 4.3588 eV